# 1
A molecular structure, C4H8O. Source: the Open Molecules 2025 dataset; level of theory: ωB97M-V/def2-TZVPD.

Atoms and positions in Å:
C1 1.722 -0.285 -0.062
C2 0.353 0.280 -0.356
C3 -0.890 -0.611 -0.181
C4 -1.451 0.627 0.522
O1 -0.138 1.207 0.631
H1 2.496 0.486 -0.121
H2 1.746 -0.729 0.937
H3 1.959 -1.062 -0.799
H4 0.340 0.762 -1.347
H5 -1.381 -0.955 -1.096
H6 -0.728 -1.455 0.500
H7 -1.925 0.505 1.501
H8 -2.102 1.228 -0.128

Summary:
Orbital gap = 10.81 eV
2S+1 = 1
HOMO energy = -9.60 eV

From a natural (NBO) analysis of the wavefunction, the atomic charges in e read: atom 1 (C): -0.63, atom 2 (C): 0.11, atom 3 (C): -0.45, atom 4 (C): -0.06, atom 5 (O): -0.53, atom 6 (H): 0.22, atom 7 (H): 0.21, atom 8 (H): 0.21, atom 9 (H): 0.16, atom 10 (H): 0.21, atom 11 (H): 0.21, atom 12 (H): 0.18, atom 13 (H): 0.16

=====

# 2
C4H8O in the gas phase. Source: the Open Molecules 2025 dataset; level of theory: ωB97M-V/def2-TZVPD.

Atoms and positions in Å:
C1 -1.142 0.740 -0.715
C2 0.270 0.915 -0.160
C3 0.918 -0.288 0.557
C4 0.269 -1.640 0.506
O1 0.813 -2.644 0.883
H1 -1.881 0.663 0.088
H2 -1.383 1.596 -1.330
H3 -1.211 -0.145 -1.348
H4 0.260 1.765 0.526
H5 0.916 1.193 -0.996
H6 1.948 -0.414 0.212
H7 0.996 -0.072 1.629
H8 -0.774 -1.670 0.146

Summary:
SMILES = CCCC=O
Orbital gap = 10.70 eV
2S+1 = 1
HOMO energy = -9.71 eV

From a natural (NBO) analysis of the wavefunction, the atomic charges in e read: atom 1 (C): -0.61, atom 2 (C): -0.39, atom 3 (C): -0.53, atom 4 (C): 0.44, atom 5 (O): -0.52, atom 6 (H): 0.20, atom 7 (H): 0.22, atom 8 (H): 0.20, atom 9 (H): 0.20, atom 10 (H): 0.20, atom 11 (H): 0.24, atom 12 (H): 0.24, atom 13 (H): 0.10

=====

# 3
C4H8O in the gas phase. Source: the Open Molecules 2025 dataset; level of theory: ωB97M-V/def2-TZVPD.

Atoms and positions in Å:
C1 -0.175 -0.935 1.198
C2 0.273 -0.022 0.071
O1 1.655 0.243 0.166
C3 -0.591 1.147 -0.269
C4 -0.226 0.155 -1.343
H1 -1.202 -1.305 1.115
H2 -0.111 -0.334 2.113
H3 0.503 -1.785 1.328
H4 2.074 -0.442 -0.370
H5 -1.616 1.087 0.090
H6 -0.155 2.140 -0.262
H7 -0.992 -0.444 -1.825
H8 0.563 0.494 -2.011

Summary:
SMILES = CC1(O)CC1
Orbital gap = 11.01 eV
2S+1 = 1
HOMO energy = -9.96 eV

From a natural (NBO) analysis of the wavefunction, the atomic charges in e read: atom 1 (C): -0.62, atom 2 (C): 0.23, atom 3 (O): -0.71, atom 4 (C): -0.43, atom 5 (C): -0.45, atom 6 (H): 0.21, atom 7 (H): 0.22, atom 8 (H): 0.21, atom 9 (H): 0.47, atom 10 (H): 0.21, atom 11 (H): 0.22, atom 12 (H): 0.22, atom 13 (H): 0.22

=====

# 4
A gas-phase ion, C4H8O2 (charge -1) in a non-equilibrium geometry. Source: the Open Molecules 2025 dataset; level of theory: ωB97M-V/def2-TZVPD.

Atoms and positions in Å:
C1 -1.230 0.885 -0.080
O1 -1.489 2.116 0.616
C2 0.225 0.503 0.195
C3 0.516 -0.993 0.338
C4 1.532 -1.578 -0.622
O2 2.148 -2.676 -0.379
H1 -1.394 1.017 -1.155
H2 -1.872 0.052 0.240
H3 -2.289 2.508 0.248
H4 0.586 0.958 1.125
H5 0.792 1.029 -0.576
H6 0.904 -1.258 1.339
H7 -0.385 -1.599 0.154
H8 1.955 -0.964 -1.446

Summary:
Total charge = -1
Orbital gap (spin up / spin down) = 2.66 / 6.17 eV
2S+1 = 2
Expectation value of S² = 0.75
HOMO energy (spin up / spin down) = 0.69 / -2.84 eV

From a natural (NBO) analysis of the wavefunction, the atomic charges in e read: atom 1 (C): -0.06, atom 2 (O): -0.74, atom 3 (C): -0.43, atom 4 (C): -0.51, atom 5 (C): 0.00, atom 6 (O): -0.81, atom 7 (H): 0.14, atom 8 (H): 0.15, atom 9 (H): 0.45, atom 10 (H): 0.20, atom 11 (H): 0.19, atom 12 (H): 0.17, atom 13 (H): 0.17, atom 14 (H): 0.05

=====

# 5
C4H8O2 in the gas phase in a non-equilibrium geometry. Source: the Open Molecules 2025 dataset; level of theory: ωB97M-V/def2-TZVPD.

Atoms and positions in Å:
O1 -1.230 -1.203 1.608
C1 -0.911 0.129 1.139
C2 -0.392 0.064 -0.296
C3 1.006 -0.597 -0.447
C4 1.359 0.578 -1.312
O2 0.109 1.273 -0.837
H1 -0.403 -1.823 1.152
H2 -1.908 0.588 1.182
H3 -0.145 0.699 1.723
H4 -1.143 -0.453 -0.968
H5 1.449 -0.676 0.517
H6 1.127 -1.636 -0.875
H7 1.372 0.491 -2.384
H8 2.245 1.210 -1.015

Summary:
SMILES = OC[C@@H]1CCO1
Orbital gap = 10.70 eV
2S+1 = 1
HOMO energy = -9.85 eV

From a natural (NBO) analysis of the wavefunction, the atomic charges in e read: atom 1 (O): -0.70, atom 2 (C): -0.09, atom 3 (C): 0.09, atom 4 (C): -0.48, atom 5 (C): -0.06, atom 6 (O): -0.53, atom 7 (H): 0.45, atom 8 (H): 0.19, atom 9 (H): 0.16, atom 10 (H): 0.17, atom 11 (H): 0.21, atom 12 (H): 0.21, atom 13 (H): 0.19, atom 14 (H): 0.19

=====

# 6
C4H8O2 in the gas phase. Source: the Open Molecules 2025 dataset; level of theory: ωB97M-V/def2-TZVPD.

Atoms and positions in Å:
C1 0.159 -2.199 -0.087
C2 0.443 -0.777 -0.524
O1 -0.534 0.093 0.052
C3 -0.289 1.685 -0.422
O2 0.106 1.849 -1.520
C4 -0.415 2.195 0.887
H1 0.234 -2.293 1.001
H2 -0.849 -2.497 -0.390
H3 0.880 -2.887 -0.541
H4 1.448 -0.451 -0.217
H5 0.374 -0.656 -1.610
H6 -1.393 2.017 1.336
H7 -0.007 3.188 1.052
H8 -0.158 0.734 0.984

Summary:
Orbital gap = 9.93 eV
2S+1 = 1
HOMO energy = -9.03 eV

From a natural (NBO) analysis of the wavefunction, the atomic charges in e read: atom 1 (C): -0.62, atom 2 (C): -0.08, atom 3 (O): -0.65, atom 4 (C): 0.79, atom 5 (O): -0.52, atom 6 (C): -0.91, atom 7 (H): 0.21, atom 8 (H): 0.22, atom 9 (H): 0.22, atom 10 (H): 0.17, atom 11 (H): 0.20, atom 12 (H): 0.26, atom 13 (H): 0.25, atom 14 (H): 0.48

=====

# 7
C4H8O2 in the gas phase. Source: the Open Molecules 2025 dataset; level of theory: ωB97M-V/def2-TZVPD.

Atoms and positions in Å:
C1 1.659 -0.387 -0.703
C2 1.143 0.721 -0.187
C3 -0.286 1.129 -0.451
O1 -1.178 0.705 0.571
C4 -1.487 -0.657 0.616
O2 -0.415 -1.471 1.011
H1 1.055 -1.024 -1.344
H2 2.651 -0.756 -0.461
H3 1.711 1.324 0.519
H4 -0.385 2.218 -0.469
H5 -0.619 0.750 -1.427
H6 -2.308 -0.744 1.336
H7 -1.833 -1.032 -0.358
H8 0.247 -0.871 1.388

Summary:
SMILES = C=CCOCO
Orbital gap = 10.83 eV
2S+1 = 1
HOMO energy = -9.78 eV

From a natural (NBO) analysis of the wavefunction, the atomic charges in e read: atom 1 (C): -0.35, atom 2 (C): -0.25, atom 3 (C): -0.11, atom 4 (O): -0.53, atom 5 (C): 0.23, atom 6 (O): -0.74, atom 7 (H): 0.20, atom 8 (H): 0.20, atom 9 (H): 0.20, atom 10 (H): 0.20, atom 11 (H): 0.17, atom 12 (H): 0.15, atom 13 (H): 0.13, atom 14 (H): 0.48

=====

# 8
A molecular structure, C4H8O2. Source: the Open Molecules 2025 dataset; level of theory: ωB97M-V/def2-TZVPD.

Atoms and positions in Å:
O1 -0.208 -1.050 2.118
C1 -0.644 0.019 1.290
C2 0.083 -0.029 0.000
C3 -0.211 -0.810 -1.267
O2 0.139 0.401 -2.048
C4 0.425 1.027 -0.915
H1 -0.795 -1.082 2.884
H2 -0.451 0.997 1.764
H3 -1.737 -0.053 1.138
H4 1.471 0.289 -0.214
H5 0.484 -1.611 -1.549
H6 -1.247 -1.104 -1.468
H7 2.169 0.898 -0.857
H8 0.522 2.109 -0.876

Summary:
Orbital gap = 7.86 eV
2S+1 = 1
HOMO energy = -7.33 eV

From a natural (NBO) analysis of the wavefunction, the atomic charges in e read: atom 1 (O): -0.72, atom 2 (C): -0.06, atom 3 (C): -0.47, atom 4 (C): -0.05, atom 5 (O): -0.47, atom 6 (C): 0.30, atom 7 (H): 0.46, atom 8 (H): 0.17, atom 9 (H): 0.15, atom 10 (H): 0.32, atom 11 (H): 0.19, atom 12 (H): 0.19, atom 13 (H): -0.24, atom 14 (H): 0.23

=====

Record-wise ΔE to the lowest compared entry with this formula, charge and spin values, in eV: 1.063, 0.560, 1.129, 0.451, 2.946, 3.510, 2.113, 7.310
Record-wise total energy values, in eV: -6324.1045, -6324.6080, -6324.0388, -8370.6638, -8370.3361, -8369.7715, -8371.1691, -8365.9714